Molecular formula: C22H34N6
Method: DFT, wB97M-V/def2-TZVPD

XYZ file:
```
62
Properties=species:S:1:pos:R:3:mulliken_charge:R:1
C -1.6430 2.1166 3.2049 -0.9935
C -1.2327 2.9454 1.9936 -0.6679
C -1.9344 2.5236 0.7034 -1.1929
C -1.6798 1.0773 0.2377 1.8062
C -2.6532 0.7666 -0.8535 -0.7630
N -3.6388 1.5297 -1.2718 -0.3093
N -4.2425 0.8705 -2.2508 -0.8331
N -3.6867 -0.2472 -2.4618 -0.6065
N -2.6693 -0.3643 -1.6041 1.1519
C -1.8665 -1.5505 -1.5435 0.0382
C -2.5858 -2.6515 -0.7464 -1.4846
C -2.8139 -2.2019 0.6684 0.4217
C -1.8248 -2.3730 1.6296 -0.2231
C -2.0044 -1.8966 2.9162 -0.4102
C -3.1736 -1.2353 3.2547 -0.5625
C -4.1652 -1.0626 2.3042 -0.6478
C -3.9872 -1.5459 1.0195 -0.1171
N -0.3525 0.7297 -0.2511 1.3228
C 0.2154 1.6377 -1.2272 -0.8390
C 1.3882 0.9468 -1.9213 -1.0618
N 2.3841 0.5933 -0.9297 0.2542
C 3.6728 0.2357 -1.4856 -0.3701
C 3.8369 -1.1649 -2.1057 -0.5464
C 5.3548 -1.3475 -2.2265 -0.6758
C 5.9909 -0.3279 -1.2590 -0.5981
C 4.8266 0.2823 -0.4791 -0.7608
C 1.8019 -0.3276 0.0237 -0.8847
C 0.6437 0.3722 0.7365 -0.5077
H -2.7264 2.1001 3.3012 0.2692
H -1.2230 2.5448 4.1124 0.4864
H -1.2911 1.0912 3.1227 0.1110
H -0.1496 2.9030 1.8700 0.2295
H -1.4943 3.9900 2.1803 0.4461
H -1.6555 3.2053 -0.1011 0.3201
H -3.0128 2.6193 0.8404 0.6094
H -1.8972 0.3968 1.0691 -0.8396
H -1.6984 -1.8870 -2.5699 0.4641
H -0.9198 -1.2788 -1.0715 -0.4499
H -1.9667 -3.5495 -0.7680 0.4694
H -3.5384 -2.8696 -1.2327 0.4694
H -0.9099 -2.8858 1.3667 0.3732
H -1.2299 -2.0390 3.6565 0.4193
H -3.3110 -0.8581 4.2570 0.4411
H -5.0795 -0.5495 2.5619 0.4357
H -4.7672 -1.4116 0.2834 0.3502
H -0.5499 1.8960 -1.9628 0.5211
H 0.5871 2.5631 -0.7595 0.3443
H 1.8316 1.6335 -2.6451 0.5531
H 1.0142 0.0598 -2.4637 0.1903
H 3.8830 0.9813 -2.2615 0.2681
H 3.3315 -1.2535 -3.0666 0.3698
H 3.4215 -1.9122 -1.4288 0.2423
H 5.6450 -2.3672 -1.9750 0.3481
H 5.6835 -1.1560 -3.2477 0.2703
H 6.5063 0.4508 -1.8221 0.2807
H 6.7187 -0.7954 -0.5974 0.3760
H 4.5950 -0.3331 0.3900 0.2565
H 5.0311 1.2948 -0.1378 0.4293
H 2.5519 -0.6162 0.7600 0.4071
H 1.4153 -1.2406 -0.4656 0.2011
H 0.1936 -0.3054 1.4659 0.1286
H 1.0503 1.2477 1.2639 0.2699
```

Computed properties:
Lowest unoccupied orbital energy: 0.023 Eh
Electronic energy: -1187.22106 Eh
Kohn-Sham gap: 9.17 eV